[1]
{"formula": "CH6OP2", "method": "wB97M-V/def2-TZVPD", "elements": ["C", "P", "O", "P", "H", "H", "H", "H", "H", "H"], "coordinates": [[-1.276, 0.218, -0.036], [0.468, -0.864, -0.328], [0.673, -2.153, 0.332], [1.973, 0.678, -0.010], [-1.999, -0.618, 0.041], [-1.231, 0.852, 0.880], [-1.397, 0.658, -0.941], [0.128, -1.052, -1.799], [2.869, -0.244, 0.414], [1.501, 0.643, 1.448]], "forces_ev_per_a": [[2.472, -3.527, 3.019], [-3.397, 1.697, -1.917], [0.111, -0.720, 0.715], [-1.354, 0.858, 1.656], [0.224, 0.598, 0.244], [-0.139, -0.454, -0.960], [-0.394, 1.865, -2.486], [0.910, 0.392, 1.497], [1.239, -1.091, -0.013], [0.328, 0.382, -1.757]], "e_homo_ev": -9.7, "total_energy_ev": -21758.2885, "de_lowest_kcal_mol": 22.48, "smiles": "C[P@H](=O)P"}


[2]
{"formula": "C22H56F17InNO17", "method": "wB97M-V/def2-TZVPD", "elements": ["C", "C", "O", "C", "O", "C", "C", "C", "In", "C", "C", "C", "C", "N", "C", "C", "O", "C", "C", "C", "F", "F", "C", "F", "F", "C", "F", "F", "C", "F", "F", "C", "F", "F", "C", "F", "F", "C", "F", "F", "C", "F", "F", "F", "H", "H", "H", "H", "H", "H", "H", "H", "H", "H", "H", "H", "H", "H", "H", "H", "H", "H", "H", "H", "H", "H", "H", "H", "H", "H", "H", "H", "O", "H", "H", "O", "H", "H", "O", "H", "H", "O", "H", "H", "O", "H", "H", "O", "H", "H", "O", "H", "H", "O", "H", "H", "O", "H", "H", "O", "H", "H", "O", "H", "H", "O", "H", "H", "O", "H", "H", "O", "H", "H"], "coordinates": [[-2.250, 3.660, -2.772], [-3.321, 2.594, -2.937], [-3.885, 2.605, -4.259], [-3.502, 1.538, -5.056], [-4.179, 0.564, -5.109], [-2.250, 1.794, -5.851], [-1.457, 0.551, -6.292], [-0.055, 0.527, -5.651], [0.052, -0.515, -3.664], [-1.868, -1.613, -3.521], [-1.914, -2.647, -2.379], [-3.326, -2.864, -1.805], [-3.564, -4.233, -1.137], [-4.132, -4.134, 0.221], [-3.241, -3.750, 1.210], [-3.797, -3.851, 2.614], [-2.138, -3.326, 0.975], [0.065, 0.949, -1.965], [1.368, 0.953, -1.158], [1.197, 1.479, 0.242], [0.437, 2.610, 0.254], [0.576, 0.591, 1.053], [2.486, 1.930, 0.997], [3.259, 2.646, 0.150], [2.159, 2.761, 2.011], [3.381, 0.785, 1.585], [4.702, 1.042, 1.409], [3.127, -0.339, 0.920], [3.219, 0.477, 3.113], [3.608, -0.800, 3.291], [1.953, 0.589, 3.504], [4.145, 1.285, 4.101], [5.407, 0.905, 3.844], [3.812, 0.907, 5.343], [4.189, 2.849, 4.134], [5.316, 3.178, 4.792], [4.295, 3.341, 2.893], [3.016, 3.550, 4.889], [1.861, 2.924, 4.657], [3.272, 3.514, 6.202], [2.847, 5.041, 4.490], [4.023, 5.669, 4.510], [2.026, 5.633, 5.361], [2.319, 5.148, 3.264], [-2.009, 3.791, -1.714], [-1.336, 3.407, -3.312], [-2.623, 4.608, -3.174], [-4.146, 2.781, -2.242], [-2.931, 1.595, -2.707], [-2.605, 2.367, -6.721], [-1.615, 2.482, -5.288], [-1.381, 0.559, -7.389], [-2.047, -0.338, -6.044], [0.644, 0.006, -6.318], [0.303, 1.561, -5.566], [1.440, -1.624, -3.572], [-2.634, -0.847, -3.325], [-2.143, -2.087, -4.470], [-1.563, -3.613, -2.769], [-1.244, -2.374, -1.557], [-4.040, -2.736, -2.627], [-3.547, -2.088, -1.065], [-4.294, -4.799, -1.716], [-2.636, -4.819, -1.126], [-4.604, -4.994, 0.480], [-2.974, -3.800, 3.326], [-4.326, -4.800, 2.747], [-4.514, -3.046, 2.784], [-0.779, 0.698, -1.309], [-0.089, 1.950, -2.377], [2.109, 1.578, -1.666], [1.783, -0.057, -1.074], [-4.693, -6.931, 4.286], [-4.494, -7.686, 4.850], [-4.922, -6.218, 4.891], [-5.760, -6.564, -0.874], [-6.672, -6.253, -0.863], [-5.859, -7.507, -1.049], [7.300, 2.738, 1.880], [6.539, 2.179, 1.686], [6.941, 3.628, 1.947], [8.208, 1.774, 4.858], [7.305, 2.095, 4.959], [8.358, 1.810, 3.903], [-1.929, -6.563, 3.270], [-2.844, -6.862, 3.352], [-1.729, -6.597, 2.329], [2.127, 2.845, -4.489], [2.958, 2.386, -4.656], [2.279, 3.388, -3.706], [7.374, -1.381, 2.942], [7.471, -0.659, 3.573], [6.436, -1.398, 2.726], [-7.912, -7.290, -2.811], [-8.749, -7.117, -3.252], [-7.262, -7.350, -3.519], [0.975, 7.771, 2.340], [1.175, 6.930, 2.763], [0.797, 8.380, 3.062], [3.004, 3.439, -7.208], [3.486, 4.245, -7.414], [2.648, 3.579, -6.318], [1.952, 4.772, -1.902], [2.345, 4.089, -1.346], [1.622, 5.435, -1.288], [-5.050, -1.302, 4.195], [-5.765, -0.722, 4.473], [-4.260, -0.752, 4.222], [-7.221, -8.782, 0.665], [-6.995, -9.561, 1.183], [-7.305, -8.069, 1.307], [9.950, 4.052, 5.443], [9.325, 3.317, 5.348], [9.406, 4.836, 5.561]], "forces_ev_per_a": [[-0.129, 0.087, -0.195], [0.098, -0.033, 0.166], [0.028, 0.118, 0.053], [0.361, 0.353, 0.167], [-0.379, -0.507, -0.139], [-0.005, -0.012, -0.117], [0.049, 0.041, -0.106], [-0.061, 0.035, 0.081], [-0.269, -0.030, -0.549], [0.033, 0.077, 0.510], [-0.196, -0.086, -0.214], [-0.023, -0.030, 0.056], [-0.159, 0.117, -0.246], [0.762, -0.525, -0.112], [-0.799, -0.211, 0.185], [-0.048, -0.186, -0.022], [0.613, 0.374, -0.099], [0.152, -0.013, 0.072], [-0.067, -0.213, -0.255], [0.148, 0.303, 0.060], [-0.099, 0.231, -0.066], [-0.178, -0.211, 0.230], [0.246, -0.269, -0.017], [0.169, 0.186, -0.138], [-0.410, -0.093, -0.007], [-0.225, -0.206, 0.170], [0.050, 0.335, -0.288], [-0.089, -0.301, -0.137], [0.155, 0.354, 0.023], [0.033, -0.064, 0.037], [-0.195, -0.084, 0.003], [-0.320, 0.335, -0.302], [0.239, -0.181, 0.202], [0.034, -0.245, 0.241], [-0.258, -0.109, 0.036], [0.244, 0.064, 0.175], [0.400, 0.122, -0.134], [0.095, 0.014, -0.153], [-0.171, -0.029, 0.000], [0.052, -0.010, 0.209], [-0.089, 0.096, -0.126], [-0.113, -0.034, 0.028], [0.111, -0.060, -0.195], [0.095, 0.033, 0.335], [0.049, -0.047, -0.093], [-0.074, 0.011, 0.093], [0.010, -0.062, 0.122], [0.021, -0.012, -0.117], [0.013, 0.092, -0.036], [0.065, -0.009, 0.108], [-0.060, -0.055, -0.038], [-0.032, 0.044, 0.101], [0.080, 0.061, 0.006], [-0.037, 0.043, 0.066], [0.079, -0.220, -0.092], [0.106, 0.110, 0.129], [0.032, -0.089, -0.103], [-0.054, 0.051, 0.067], [0.132, 0.119, 0.086], [-0.043, -0.131, -0.019], [0.012, 0.001, 0.122], [0.021, 0.031, -0.157], [0.098, -0.009, 0.071], [-0.017, 0.161, 0.109], [-0.375, 0.253, -0.084], [-0.114, 0.045, -0.035], [0.042, 0.080, 0.009], [0.157, -0.049, 0.010], [0.046, 0.038, -0.092], [-0.103, -0.111, 0.171], [0.014, -0.141, -0.008], [0.061, 0.129, 0.030], [-0.087, -0.206, 0.008], [-0.025, 0.037, 0.035], [0.099, 0.061, -0.060], [-0.015, -0.028, 0.135], [0.022, 0.008, -0.195], [-0.044, -0.005, 0.161], [0.005, -0.084, 0.212], [0.047, 0.014, -0.088], [0.018, 0.008, -0.037], [-0.014, 0.000, -0.060], [0.017, -0.062, -0.041], [-0.053, 0.121, -0.084], [0.052, -0.215, -0.013], [-0.038, 0.214, 0.004], [0.010, 0.091, 0.022], [0.266, 0.256, -0.014], [-0.086, -0.183, 0.103], [-0.123, 0.104, -0.023], [-0.014, 0.074, -0.004], [0.007, -0.041, 0.043], [0.021, -0.013, 0.016], [-0.090, -0.049, -0.017], [0.031, -0.007, -0.009], [0.015, 0.096, 0.034], [0.030, 0.021, 0.025], [-0.046, 0.038, -0.038], [-0.011, -0.025, -0.017], [0.143, 0.135, 0.004], [-0.023, -0.016, 0.003], [-0.202, -0.110, -0.010], [0.254, -0.158, -0.068], [-0.135, 0.082, 0.076], [-0.072, -0.030, -0.020], [-0.081, 0.098, 0.165], [0.011, 0.023, -0.033], [0.021, -0.043, -0.073], [-0.074, -0.099, -0.001], [0.004, 0.037, 0.011], [0.112, 0.009, -0.023], [-0.006, 0.082, 0.034], [0.034, -0.081, -0.011], [0.009, -0.024, -0.004]], "charge": -1, "e_homo_ev": -4.2, "total_energy_ev": -111391.7745}


[3]
{"formula": "C7H13NO2PS", "method": "wB97M-V/def2-TZVPD", "elements": ["C", "C", "C", "C", "C", "C", "C", "N", "O", "O", "P", "S", "H", "H", "H", "H", "H", "H", "H", "H", "H", "H", "H", "H", "H"], "coordinates": [[-3.312, 0.409, 0.668], [2.641, 0.111, -2.315], [2.385, 1.547, -2.287], [1.657, 0.715, -1.216], [-3.635, -0.663, 1.535], [-0.027, -1.131, 2.265], [0.228, 0.483, -1.407], [-3.099, 1.412, 0.159], [-1.610, -1.515, -0.635], [0.818, -2.102, -0.448], [-0.230, -1.001, -0.474], [-0.898, -0.615, 3.697], [2.311, -0.568, -3.101], [3.573, -0.205, -1.915], [3.150, 2.139, -1.908], [1.764, 2.057, -2.986], [2.063, 0.466, -0.263], [-3.331, -1.623, 1.156], [-4.678, -0.646, 1.761], [-3.105, -0.483, 2.496], [-0.306, -2.109, 1.960], [1.004, -0.905, 2.282], [-0.331, -0.577, 1.237], [0.014, 0.238, -2.484], [-0.352, 1.330, -1.050]], "forces_ev_per_a": [[0.056, 0.857, -0.064], [-1.232, -0.573, 0.432], [-0.882, -0.165, 1.356], [2.477, -0.898, -2.905], [0.434, -0.598, 1.359], [-1.320, 0.568, 0.797], [-0.852, -0.364, -0.184], [0.199, 0.478, -0.662], [-0.393, 1.215, -0.055], [-0.363, 2.510, 0.083], [0.204, -4.636, -0.456], [0.175, 0.263, -0.196], [-0.404, 0.370, 0.187], [0.650, -0.166, 0.321], [1.360, 1.134, 0.377], [-0.452, 0.064, -0.555], [0.319, 0.721, 0.714], [0.140, -0.275, -0.254], [-0.904, -0.081, -0.022], [-0.003, -0.233, -0.492], [0.312, -0.996, -0.309], [1.225, -0.161, -0.077], [-0.125, 0.687, -0.198], [-0.173, 0.289, 0.997], [-0.448, -0.009, -0.194]], "charge": -1, "e_homo_ev": -3.8, "total_energy_ev": -33179.0652, "de_lowest_kcal_mol": 0.00}


Calculated Kohn-Sham gap (eV), listed in the same order as above: 10.54 5.72 6.87
Calculated LUMO level (eV), listed in the same order as above: 0.80 1.49 3.04